[1]
Entry from OMol25: a 2-piece molecular cluster, C2H6N4S2 overall (ωB97M-V with the def2-TZVPD basis set).

Calculated values
- Orbital gap: 7.08 eV
- LUMO: -0.9156 eV

Positions of all 14 atoms, in Å:
C  1.901  0.420  0.076
C  -1.378  -1.158  0.069
H  0.496  1.905  0.049
H  2.208  2.409  0.268
H  1.160  -1.456  -0.537
H  -0.965  -2.218  0.499
H  -3.284  -1.387  1.005
H  -1.240  1.379  0.460
N  1.589  1.659  0.136
N  0.815  -0.481  -0.011
N  -0.472  -0.212  0.160
N  -2.736  -0.969  -0.042
S  3.369  -0.454  -0.107
S  -3.113  0.692  -0.163


[2]
Entry from OMol25: an isolated molecule of C2H6N4S2 (ωB97M-V with the def2-TZVPD basis set).

Calculated values
- Orbital gap: 8.88 eV
- LUMO: 0.4805 eV

Positions of all 14 atoms, in Å:
H  1.999  1.567  -0.094
N  1.018  1.120  -0.302
C  1.201  -0.114  -0.055
N  2.452  -0.864  -0.056
S  3.978  -0.124  0.358
S  -0.133  -1.254  -0.218
C  -1.518  -0.013  -0.352
N  -2.637  -0.540  0.265
N  -3.787  0.143  0.280
H  2.593  -1.897  0.186
H  4.334  0.274  -0.998
H  -1.517  1.074  -0.817
H  -3.722  1.145  0.764
H  -4.261  -0.517  1.039


Computed molecular weight, in the same sequence as the records: 150.23 150.23 g/mol.
Computed energy above the lowest of the compared OMol25 structures with the same formula, charge and spin, in the same sequence as the records: 622.52 407.79 kJ/mol.
Computed F_max, in the same sequence as the records: 5.53 7.72 eV Å⁻¹.